The molecule C23H38O. Source: OMol25; level of theory: ωB97M-V with the def2-TZVPD basis set.

The geometry in XYZ format:
```
62
Properties=species:S:1:pos:R:3:forces:R:3:nbo_charge:R:1
O -7.024 -1.156 1.294 0.1 -0.1 0.1 -0.540
C 5.138 1.839 0.798 0.1 0.0 -0.2 -0.433
C 5.011 0.432 1.303 0.0 0.2 0.1 -0.197
C -8.440 -0.192 -0.367 -0.1 -0.3 0.2 -0.719
C 7.213 -0.405 0.453 -0.2 0.1 0.0 -0.652
C 2.235 2.264 -0.425 0.0 -0.2 0.0 -0.663
C -7.180 -0.302 0.460 -0.2 0.4 -0.4 0.605
C -1.282 -0.583 0.295 0.0 -0.1 -0.2 -0.427
C 3.357 1.386 -0.901 0.2 0.1 -0.3 0.019
C 0.638 -3.646 -1.169 -0.1 0.1 0.0 -0.632
C 0.380 -2.293 -0.571 0.1 -0.2 0.0 0.029
C 5.617 -1.933 1.659 -0.1 0.2 0.0 -0.631
C -4.779 0.436 0.776 -0.1 0.2 -0.1 -0.435
C -2.106 0.211 -0.736 -0.1 0.0 0.3 -0.432
C 1.863 -0.531 -1.581 0.2 0.0 0.2 -0.416
C -6.138 0.748 0.143 0.4 -0.3 0.4 -0.502
C -1.782 2.684 -0.300 -0.1 0.0 0.1 -0.632
C -0.853 -1.898 -0.276 0.0 0.1 0.1 -0.191
C 5.891 -0.549 1.147 0.1 -0.2 0.1 0.029
C 4.744 1.924 -0.691 0.0 -0.1 0.2 -0.410
C 3.171 0.179 -1.422 -0.1 0.0 -0.2 -0.184
C -2.657 1.477 -0.138 0.0 0.2 -0.1 0.035
C 1.613 -1.454 -0.374 -0.2 0.1 -0.1 -0.425
C -3.807 1.546 0.522 -0.1 -0.1 0.0 -0.199
H -4.414 -0.514 0.389 0.0 -0.1 0.1 0.210
H 5.458 1.342 -1.276 0.0 0.0 0.0 0.206
H 7.176 -0.895 -0.521 0.1 -0.1 -0.1 0.216
H -6.042 0.845 -0.940 -0.1 0.1 0.0 0.221
H 1.229 -4.253 -0.483 0.1 -0.1 0.0 0.211
H 4.623 -2.003 2.095 -0.1 0.0 0.0 0.213
H 1.876 1.930 0.549 -0.1 0.1 0.1 0.216
H -1.465 0.455 -1.586 0.0 0.0 -0.1 0.207
H 1.037 0.175 -1.663 -0.1 0.0 -0.1 0.200
H -4.116 2.502 0.928 0.1 0.2 0.0 0.188
H 4.078 0.209 1.803 -0.1 -0.2 0.1 0.194
H -0.425 0.012 0.605 0.0 0.1 0.1 0.201
H -8.235 -0.577 -1.365 0.0 0.0 -0.1 0.234
H -1.637 2.908 -1.357 0.1 0.0 -0.1 0.210
H 6.161 2.205 0.912 0.0 0.1 0.1 0.210
H -9.234 -0.786 0.078 0.0 0.0 0.0 0.234
H -2.914 -0.424 -1.104 0.0 0.0 -0.1 0.208
H 6.350 -2.210 2.417 0.1 -0.1 0.0 0.210
H 1.206 -3.547 -2.094 0.1 -0.1 -0.1 0.207
H -1.908 -0.761 1.173 0.0 0.1 0.0 0.214
H -1.674 -2.577 -0.476 -0.1 -0.2 -0.1 0.189
H 4.038 -0.398 -1.716 0.2 0.0 0.0 0.192
H -6.512 1.704 0.522 -0.1 0.1 -0.1 0.226
H -0.802 2.499 0.137 0.2 0.0 0.0 0.210
H -2.216 3.556 0.182 0.0 0.1 0.0 0.213
H 1.883 -1.135 -2.491 -0.1 0.0 0.0 0.205
H 1.530 -0.842 0.525 0.1 0.0 0.0 0.208
H -8.753 0.844 -0.461 0.0 0.1 -0.1 0.223
H 7.482 0.636 0.299 0.1 0.1 -0.1 0.213
H -4.921 0.317 1.854 0.0 -0.1 -0.1 0.227
H 4.484 2.490 1.379 0.1 0.1 0.0 0.206
H 2.568 3.295 -0.326 0.0 0.1 0.0 0.214
H 7.997 -0.887 1.034 0.1 0.0 0.0 0.214
H 1.397 2.240 -1.118 -0.1 0.0 0.0 0.221
H 2.480 -2.107 -0.250 0.0 0.0 0.1 0.206
H -0.290 -4.169 -1.384 -0.1 -0.1 0.0 0.213
H 4.800 2.966 -1.015 0.0 0.0 -0.1 0.204
H 5.694 -2.656 0.847 0.0 -0.1 0.0 0.207
```
Forces are in eV/Å.

* F_max: 0.0131 hartree/bohr
* SMILES: CC(=O)CC/C=C(/C)CC/C=C(/C)CC/C=C(\C)CCC=C(C)C
* charge: 0
* HOMO level: -8.568 eV
* energy relative to the best compared isomer or geometry (same formula, charge and spin): 5.34 kcal/mol
* frontier orbital gap: 9.4 eV
* LUMO level: 0.83 eV


The molecule C2H3Cl2OP at a distorted geometry. Source: OMol25; level of theory: ωB97M-V with the def2-TZVPD basis set.

The geometry in XYZ format:
```
9
Properties=species:S:1:pos:R:3:forces:R:3:nbo_charge:R:1
Cl -1.949 -0.400 0.091 -0.3 -0.1 0.8 0.034
Cl -0.488 -0.316 2.691 0.6 -0.3 -1.0 -0.030
P 0.769 0.898 0.078 3.1 -0.9 -2.8 0.389
O -0.444 -0.573 -2.055 -2.6 -0.6 -2.6 -0.456
C -0.610 0.331 0.979 -3.5 2.3 2.8 -0.600
C 0.610 -0.310 -1.681 -1.6 3.4 4.6 0.337
H 1.642 -0.160 0.417 0.4 0.1 0.3 -0.035
H -0.955 1.382 1.314 -0.3 -1.7 -0.8 0.241
H 1.425 -0.852 -1.833 4.3 -2.1 -1.3 0.120
```
Forces are in eV/Å.

* F_max: 0.1160 hartree/bohr
* SMILES: O=CPC(Cl)Cl
* charge: 0
* HOMO level: -9.126 eV
* energy relative to the best compared isomer or geometry (same formula, charge and spin): 94.96 kcal/mol
* frontier orbital gap: 9.1 eV
* LUMO level: 0.01 eV


The molecule C19H25N3O4S. Source: OMol25; level of theory: ωB97M-V with the def2-TZVPD basis set.

The geometry in XYZ format:
```
52
Properties=species:S:1:pos:R:3:forces:R:3:nbo_charge:R:1
S -0.801 -2.490 0.452 -0.3 -0.5 0.2 -0.240
O 5.407 0.808 -1.893 0.2 0.2 -0.2 -0.635
O 5.677 -0.125 1.387 -0.2 -0.1 -0.1 -0.539
O -7.388 -0.336 -0.461 0.3 -0.2 0.0 -0.509
O -7.225 1.771 0.304 0.0 -0.1 0.0 -0.608
N 3.829 -0.347 -0.796 -0.3 0.0 -0.1 -0.433
N 1.031 -0.781 -0.318 -0.3 0.2 0.0 -0.421
N -1.081 0.106 -0.099 0.7 0.5 -0.1 -0.603
C -8.810 -0.235 -0.454 -0.5 0.2 0.1 -0.073
C -3.303 -0.850 -0.493 0.1 0.0 -0.1 -0.199
C -9.383 -0.528 0.925 0.3 0.1 -0.3 -0.634
C -3.038 1.400 0.321 0.2 -0.2 0.0 -0.261
C 7.464 0.304 -0.116 -0.1 0.0 0.0 -0.429
C -4.672 -0.684 -0.484 -0.1 0.3 0.1 -0.152
C -6.702 0.738 -0.043 -0.1 0.3 0.0 0.783
C 1.522 0.437 -0.933 0.2 0.3 -0.2 -0.237
C 3.356 -1.190 0.284 -0.1 -0.1 0.4 -0.221
C 6.503 0.876 1.966 0.3 0.3 0.3 -0.063
C 5.097 0.082 -0.967 0.1 -0.1 0.2 0.666
C -2.470 0.187 -0.077 -0.6 0.0 0.0 0.176
C 2.019 -1.815 -0.089 0.4 -0.3 0.2 -0.235
C -0.273 -0.997 -0.021 0.1 -0.3 0.1 0.303
C 6.125 -0.413 0.066 0.3 -0.1 -0.3 0.008
C 2.805 0.138 -1.699 -0.1 0.3 -0.2 -0.230
C 7.304 1.496 0.824 -0.2 -0.2 0.1 -0.434
C -4.405 1.562 0.328 -0.3 -0.1 -0.1 -0.135
C -5.239 0.518 -0.070 0.3 0.0 0.0 -0.198
H 3.248 -0.603 1.203 0.0 -0.2 -0.1 0.210
H 3.189 1.043 -2.178 -0.1 -0.2 0.0 0.256
H 6.724 2.276 0.332 0.0 0.0 0.0 0.214
H -9.096 0.773 -0.775 0.0 -0.2 0.0 0.199
H -9.043 0.223 1.634 0.0 0.0 0.1 0.224
H 2.606 -0.602 -2.483 0.0 0.1 0.0 0.199
H -0.625 0.999 0.033 0.0 -0.2 -0.1 0.397
H 6.222 -1.502 -0.042 0.0 0.1 0.0 0.198
H -10.468 -0.507 0.882 -0.1 0.0 0.0 0.215
H -2.878 -1.784 -0.819 0.0 0.0 0.0 0.238
H -2.396 2.214 0.629 0.1 0.1 0.1 0.206
H 8.252 1.909 1.159 0.0 0.1 0.0 0.221
H -5.313 -1.490 -0.804 0.0 -0.1 0.0 0.230
H 7.169 0.403 2.700 -0.1 0.1 0.0 0.167
H 7.607 0.600 -1.152 0.0 -0.1 0.0 0.254
H -9.150 -0.970 -1.187 0.1 0.1 0.1 0.187
H 5.860 1.592 2.485 0.1 -0.1 0.0 0.187
H 0.776 0.824 -1.635 0.1 0.0 0.1 0.222
H 1.662 -2.449 0.727 0.1 0.1 -0.2 0.260
H 8.285 -0.337 0.204 0.0 0.0 0.0 0.208
H 4.080 -1.981 0.485 -0.1 0.0 0.0 0.220
H 2.125 -2.448 -0.978 0.0 0.0 0.1 0.200
H -4.852 2.493 0.641 0.0 0.1 0.0 0.237
H -9.059 -1.509 1.266 0.0 -0.1 0.0 0.210
H 1.728 1.204 -0.172 0.0 0.0 -0.1 0.192
```
Forces are in eV/Å.

* F_max: 0.0168 hartree/bohr
* SMILES: CCOC(=O)c1ccc(NC(=S)N2CCN(C(=O)[C@H]3CCCO3)CC2)cc1
* charge: 0
* HOMO level: -8.244 eV
* energy relative to the best compared isomer or geometry (same formula, charge and spin): 40.99 kcal/mol
* frontier orbital gap: 8.6 eV
* LUMO level: 0.38 eV


A structure of composition C3H2CuFO2 at a distorted geometry. Source: OMol25; level of theory: ωB97M-V with the def2-TZVPD basis set.

The geometry in XYZ format:
```
9
Properties=species:S:1:pos:R:3:forces:R:3:lowdin_spin:R:1
Cu 3.313 0.162 -0.770 0.3 0.1 0.0 0.142
F -1.536 1.190 -0.795 0.4 -0.4 0.9 0.008
O 0.640 -0.505 -0.609 3.1 0.0 -0.9 0.097
O 1.152 1.105 0.856 2.0 -0.9 -1.1 0.482
C 1.549 0.332 0.011 -4.2 0.4 0.9 0.243
C -0.551 -0.776 0.009 -1.7 0.8 1.7 0.011
C -1.530 0.128 0.033 -0.2 -0.1 -0.8 0.015
H -2.416 0.049 0.659 0.1 -0.2 -0.4 0.001
H -0.622 -1.684 0.605 0.3 0.2 -0.2 0.000
```
Forces are in eV/Å.

* F_max: 0.0838 hartree/bohr
* spin multiplicity: 2
* charge: +1
* HOMO level (alpha / beta): -14.118 / -14.083 eV
* energy relative to the best compared isomer or geometry (same formula, charge and spin): 5.16 kcal/mol
* frontier orbital gap (alpha / beta): 8.1 / 5.4 eV
* ⟨S²⟩: 0.7598
* LUMO level (alpha / beta): -6.06 / -8.71 eV